{
  "formula": "C3H7AgCl3NO",
  "method": "ωB97M-V with the def2-TZVPD basis set",
  "symbols": ["Ag", "Cl", "Cl", "Cl", "C", "C", "O", "N", "C", "H", "H", "H", "H", "H", "H", "H"],
  "positions_angstrom": [[1.5098, -1.1830, 0.5578], [1.7877, -1.4318, -1.5405], [0.5034, -2.7464, 1.6042], [3.7454, -1.2363, 0.8983], [0.3563, 2.1254, -0.3677], [-0.0687, 0.7794, 0.2164], [0.7270, 0.1902, 0.9301], [-1.2283, 0.3005, -0.3419], [-1.6799, -0.9411, 0.1790], [0.4627, 2.9018, 0.3899], [-0.3537, 2.6482, -1.0086], [1.2318, 1.9598, -0.9956], [-1.7352, 0.5933, -1.1649], [-0.9007, -1.6784, -0.0139], [-2.3443, -1.3921, -0.5581], [-2.0135, -0.8894, 1.2154]],
  "forces_ev_per_angstrom": [[8.57, -11.32, -2.04], [0.22, -0.64, -6.79], [-2.87, -5.13, 3.54], [4.17, 0.16, 1.19], [-0.32, 0.47, -0.29], [0.03, 3.11, -2.24], [-10.05, 15.27, 5.02], [-0.61, -0.31, 1.06], [0.10, -1.57, -1.53], [0.82, -0.34, 0.39], [-0.60, -0.59, -0.41], [0.38, 0.14, 0.38], [1.03, 0.75, 0.30], [0.37, -0.01, 1.17], [-1.20, 0.38, 0.39], [-0.03, -0.36, -0.15]],
  "nbo_charge": [0.936, -0.901, -0.902, -0.916, -0.703, 0.576, -0.621, -0.652, -0.461, 0.200, 0.174, 0.245, 0.391, 0.269, 0.175, 0.190],
  "charge": -2,
  "mol_weight_g_mol": 287.3,
  "multiplicity": 1,
  "gap_ev": 4.650,
  "e_homo_ev": 1.1
}



{
  "formula": "CH12B2CsO",
  "method": "ωB97M-V with the def2-TZVPD basis set",
  "symbols": ["Cs", "B", "H", "H", "H", "H", "B", "H", "H", "H", "H", "C", "O", "H", "H", "H", "H"],
  "positions_angstrom": [[-17.2364, -6.2134, 13.3923], [-17.0105, -3.7458, 14.1789], [-17.3215, -3.6400, 15.2066], [-17.8913, -4.0325, 13.6254], [-16.6710, -2.7720, 13.8617], [-16.2308, -4.4897, 14.1253], [-19.7964, -6.0870, 13.9839], [-19.3461, -7.0586, 13.8518], [-19.6658, -5.8158, 15.0200], [-19.2688, -5.3520, 13.3960], [-20.8639, -6.0868, 13.8263], [-15.1505, -7.5928, 11.8121], [-15.3994, -6.2633, 12.2954], [-15.3251, -7.4845, 10.7416], [-14.1625, -8.0057, 12.0154], [-15.8724, -8.3459, 12.1284], [-14.6364, -5.7185, 12.0891]],
  "forces_ev_per_angstrom": [[-4.80, -4.02, 3.26], [0.45, 1.86, 0.33], [-1.19, 0.24, 4.13], [-2.95, -0.31, -2.05], [1.55, 3.92, -1.39], [3.67, -1.08, 0.21], [-1.97, -0.05, -0.05], [0.60, -4.06, -0.59], [0.84, 1.10, 4.13], [0.38, 2.81, -2.31], [-4.36, -0.08, -0.89], [0.13, 0.24, -1.61], [6.77, -1.08, -3.32], [0.43, -0.66, -0.30], [0.12, 0.36, 0.11], [-0.23, 0.57, 0.60], [0.55, 0.24, -0.27]],
  "lowdin_charge": [1.843, -0.616, -0.058, -0.152, -0.078, -0.210, -0.649, -0.186, -0.064, -0.194, -0.085, -0.200, -0.655, 0.080, 0.080, 0.049, 0.096],
  "charge": -1,
  "mol_weight_g_mol": 194.6,
  "multiplicity": 1,
  "gap_ev": 6.072,
  "e_homo_ev": -4.2
}



{
  "formula": "C4H6N2",
  "method": "ωB97M-V with the def2-TZVPD basis set",
  "symbols": ["C", "C", "C", "N", "C", "N", "H", "H", "H", "H", "H", "H"],
  "positions_angstrom": [[1.0878, 1.2662, 0.9342], [0.2869, 0.2929, 0.1293], [-0.3492, -0.8512, 0.5285], [-1.0131, -1.3139, -0.5878], [-0.7512, -0.4396, -1.5937], [0.0312, 0.5332, -1.2035], [0.9342, 1.1207, 2.0073], [0.7694, 2.2789, 0.6732], [2.1610, 1.2001, 0.7271], [-0.3928, -1.3693, 1.4760], [-1.6367, -2.1033, -0.6317], [-1.1657, -0.5540, -2.5870]],
  "forces_ev_per_angstrom": [[0.03, 0.02, 0.03], [-0.03, 0.03, 0.15], [0.02, 0.07, 0.03], [-0.01, 0.04, -0.07], [-0.04, -0.02, -0.10], [-0.14, -0.17, 0.05], [0.04, -0.02, -0.15], [0.05, -0.09, 0.07], [-0.14, -0.06, -0.01], [0.00, 0.13, -0.14], [0.15, 0.08, 0.00], [0.07, -0.02, 0.14]],
  "nbo_charge": [-0.633, 0.093, -0.127, -0.525, 0.168, -0.462, 0.213, 0.227, 0.220, 0.216, 0.416, 0.194],
  "mol_weight_g_mol": 82.1,
  "multiplicity": 1,
  "gap_ev": 9.543,
  "e_homo_ev": -8.6,
  "smiles": "Cc1c[nH]cn1"
}



{
  "formula": "C58H79MgN5O2Si",
  "method": "ωB97M-V with the def2-TZVPD basis set",
  "symbols": ["Mg", "C", "C", "C", "C", "C", "C", "C", "C", "C", "C", "C", "C", "N", "C", "C", "C", "C", "C", "C", "C", "N", "C", "C", "C", "C", "C", "C", "C", "C", "C", "C", "C", "C", "H", "H", "H", "H", "H", "H", "H", "H", "H", "H", "H", "H", "H", "H", "H", "H", "H", "H", "H", "H", "H", "H", "H", "H", "H", "H", "H", "H", "H", "H", "H", "H", "H", "H", "H", "H", "H", "H", "H", "C", "Si", "C", "C", "C", "C", "C", "C", "C", "C", "H", "H", "H", "H", "H", "H", "H", "H", "H", "H", "H", "H", "H", "H", "H", "H", "H", "H", "H", "H", "H", "C", "C", "N", "C", "C", "N", "H", "H", "H", "H", "H", "H", "C", "O", "C", "C", "C", "C", "C", "C", "N", "C", "C", "C", "C", "C", "C", "C", "O", "H", "H", "H", "H", "H", "H", "H", "H", "H", "H", "H", "H", "H"],
  "positions_angstrom": [[0.6955, -0.3489, 0.4631], [-2.6419, 1.8272, 5.0330], [-2.7648, 1.6393, 3.5169], [-3.8682, 2.5653, 2.9834], [-3.0735, 0.1946, 3.1354], [-4.3264, -0.2859, 3.4949], [-4.7699, -1.5285, 3.0897], [-3.9550, -2.2848, 2.2700], [-2.6805, -1.8644, 1.9054], [-1.9005, -2.7924, 0.9887], [-2.5450, -2.7710, -0.4043], [-1.8740, -4.2250, 1.5352], [-2.2051, -0.6204, 2.3684], [-0.8887, -0.1663, 2.1030], [-0.2707, 0.2777, 3.1510], [0.9578, 0.9871, 3.2922], [1.4300, 1.0515, 4.6245], [2.5735, 1.7037, 4.9904], [3.2999, 2.3746, 3.9959], [2.8374, 2.4039, 2.7101], [1.6556, 1.7193, 2.2788], [1.2440, 1.8081, 0.9930], [1.5648, 3.0412, 0.3589], [2.4057, 3.1951, -0.7717], [2.5786, 4.4546, -1.3418], [2.0074, 5.5915, -0.8095], [1.2097, 5.4561, 0.3068], [0.9627, 4.2193, 0.8874], [-0.0029, 4.2284, 2.0687], [0.6107, 4.9006, 3.3044], [-1.2948, 4.9821, 1.7160], [3.2115, 2.1035, -1.4513], [4.0198, 1.2604, -0.4639], [2.3158, 1.2699, -2.3692], [-2.4530, 2.8774, 5.2632], [-1.8252, 1.2351, 5.4477], [-3.5626, 1.5290, 5.5364], [-1.8216, 1.9458, 3.0611], [-4.7901, 2.4472, 3.5529], [-4.0838, 2.3404, 1.9397], [-3.5586, 3.6091, 3.0691], [-4.9768, 0.3329, 4.0994], [-5.7446, -1.8925, 3.3867], [-4.3129, -3.2384, 1.9070], [-0.8693, -2.4374, 0.9034], [-3.6171, -2.9620, -0.3326], [-2.0997, -3.5354, -1.0417], [-2.4016, -1.7971, -0.8711], [-2.8702, -4.6664, 1.5531], [-1.4756, -4.2513, 2.5489], [-1.2502, -4.8555, 0.9068], [-0.7491, 0.0787, 4.1163], [0.8497, 0.5428, 5.3880], [2.9039, 1.7068, 6.0205], [4.2139, 2.8977, 4.2508], [3.3835, 2.9659, 1.9641], [3.2158, 4.5461, -2.2141], [2.1841, 6.5621, -1.2549], [0.7676, 6.3443, 0.7411], [-0.2609, 3.1996, 2.3235], [0.8724, 5.9369, 3.0816], [1.5068, 4.3858, 3.6342], [-0.1072, 4.9014, 4.1282], [-1.1474, 6.0613, 1.7689], [-2.0853, 4.7275, 2.4265], [-1.6263, 4.7374, 0.7087], [3.9379, 2.6116, -2.0925], [3.3615, 0.7158, 0.2019], [4.6343, 0.5410, -1.0004], [4.6815, 1.8991, 0.1254], [1.5461, 0.7642, -1.7958], [2.9102, 0.5209, -2.8863], [1.8411, 1.9184, -3.1101], [3.5951, -1.8715, -2.7792], [2.6410, -2.4552, -1.1959], [1.3580, -3.6793, -2.0528], [0.2516, -2.8058, -2.6527], [1.9104, -4.5490, -3.1903], [0.7596, -4.6043, -0.9963], [4.0994, -3.4275, -0.2733], [3.6009, -4.1101, 1.0057], [5.2062, -2.4345, 0.0941], [4.7385, -4.5130, -1.1485], [4.0395, -2.7259, -3.2953], [4.4085, -1.1758, -2.5672], [2.9286, -1.3881, -3.4963], [0.6494, -2.2102, -3.4808], [-0.1636, -2.1223, -1.9086], [-0.5607, -3.4287, -3.0493], [2.2978, -3.9412, -4.0094], [1.1088, -5.1795, -3.5977], [2.7020, -5.2148, -2.8519], [0.4770, -4.0295, -0.1118], [1.4800, -5.3667, -0.6939], [-0.1241, -5.1299, -1.3828], [3.0078, -3.4321, 1.6128], [4.4465, -4.4627, 1.6101], [2.9856, -4.9795, 0.7676], [4.8382, -1.6263, 0.7261], [5.6535, -1.9910, -0.7983], [6.0063, -2.9440, 0.6443], [4.0166, -5.2888, -1.4021], [5.5601, -5.0005, -0.6078], [5.1530, -4.1029, -2.0704], [0.2366, -2.9366, 4.2196], [1.4953, -2.2614, 3.8012], [1.7824, -1.7457, 2.6307], [3.0591, -1.2447, 2.7326], [3.5536, -1.4725, 3.9759], [2.5491, -2.1243, 4.6489], [-0.5912, -2.6146, 3.5924], [0.0069, -2.6980, 5.2594], [0.3370, -4.0208, 4.1378], [3.5308, -0.7613, 1.8950], [4.4906, -1.2244, 4.4404], [2.5774, -2.4262, 5.6060], [-2.4195, 1.5504, -8.5061], [-2.2842, 1.0056, -7.2064], [-3.4164, 0.6669, -6.5344], [-4.7037, 0.7585, -7.0404], [-5.7862, 0.3951, -6.2496], [-5.5866, -0.0837, -4.9655], [-4.3008, -0.1831, -4.4619], [-3.2121, 0.2076, -5.2284], [-1.8901, 0.1063, -4.7440], [-1.4564, 0.3128, -3.4926], [-1.9943, 1.1581, -2.5321], [-2.9352, 2.1925, -2.8290], [-3.3645, 3.0481, -1.8706], [-2.8678, 2.9181, -0.5464], [-1.9517, 1.9656, -0.2210], [-1.4906, 1.0180, -1.1818], [-0.7223, 0.0451, -0.9178], [-2.7828, 0.8025, -9.2158], [-1.4239, 1.8720, -8.7988], [-3.0914, 2.4118, -8.5103], [-4.8757, 1.1182, -8.0447], [-6.7869, 0.4885, -6.6491], [-6.4265, -0.3869, -4.3560], [-4.1331, -0.5572, -3.4606], [-1.2025, -0.1667, -5.4312], [-0.5526, -0.2282, -3.2255], [-3.2574, 2.3331, -3.8497], [-4.0605, 3.8394, -2.1129], [-3.2168, 3.6073, 0.2096], [-1.5458, 1.8914, 0.7755]],
  "forces_ev_per_angstrom": [[0.14, 0.17, -0.07], [0.12, 0.03, -0.13], [-0.24, 0.01, 0.14], [0.14, -0.01, 0.01], [0.14, 0.18, -0.09], [-0.05, -0.08, 0.06], [0.06, 0.03, -0.07], [-0.03, 0.04, 0.08], [0.20, 0.11, -0.09], [-0.25, 0.00, 0.00], [0.13, 0.00, 0.04], [0.16, 0.09, 0.00], [-0.60, -0.21, 0.14], [0.83, 0.06, -0.22], [-0.43, -0.27, 0.22], [0.36, 0.33, 0.11], [-0.05, -0.11, 0.03], [0.08, -0.01, 0.16], [-0.16, -0.04, -0.05], [0.06, 0.04, -0.05], [0.36, 0.28, 0.14], [-0.14, -1.08, -0.09], [-0.14, 0.45, -0.22], [0.10, 0.00, 0.03], [-0.02, 0.16, 0.10], [-0.01, -0.03, -0.09], [0.06, 0.09, 0.05], [-0.07, -0.10, -0.03], [0.03, 0.19, -0.02], [-0.06, -0.20, -0.02], [0.02, -0.16, 0.00], [-0.24, -0.24, 0.26], [0.04, 0.20, -0.26], [0.34, 0.18, -0.03], [0.01, 0.00, 0.05], [-0.01, 0.03, 0.06], [-0.02, -0.01, 0.00], [-0.11, 0.01, -0.02], [-0.04, -0.02, 0.00], [-0.03, 0.06, -0.03], [-0.11, -0.10, 0.01], [0.00, 0.04, 0.01], [-0.02, 0.01, -0.01], [-0.01, -0.02, 0.02], [0.02, -0.03, 0.03], [-0.01, -0.06, 0.03], [0.02, 0.03, -0.04], [-0.01, 0.02, -0.07], [-0.02, 0.01, -0.02], [-0.05, -0.07, -0.02], [0.05, -0.05, -0.05], [0.03, 0.01, -0.05], [-0.02, -0.02, -0.01], [-0.01, 0.01, 0.00], [0.01, 0.00, -0.03], [0.01, -0.04, -0.01], [0.02, -0.05, 0.01], [-0.01, 0.01, 0.00], [-0.07, -0.01, 0.02], [0.02, 0.06, -0.05], [-0.01, 0.01, -0.01], [0.09, -0.03, 0.07], [-0.01, 0.02, 0.02], [0.02, 0.03, -0.02], [0.09, 0.09, -0.07], [0.01, 0.07, 0.07], [-0.05, 0.01, 0.03], [-0.01, -0.14, 0.15], [0.05, -0.12, -0.02], [-0.04, -0.03, 0.05], [-0.20, -0.14, -0.01], [-0.10, 0.01, -0.01], [-0.07, -0.01, 0.03], [-0.07, -0.04, 0.11], [-0.19, 0.50, 0.13], [0.27, -0.20, -0.03], [0.10, 0.00, 0.15], [-0.10, 0.07, 0.07], [0.02, 0.09, -0.09], [-0.21, -0.24, -0.14], [0.00, 0.04, -0.07], [-0.12, 0.09, -0.07], [-0.02, 0.07, 0.07], [0.01, -0.04, 0.04], [-0.03, 0.08, 0.04], [-0.03, -0.02, -0.01], [-0.01, 0.06, -0.02], [-0.06, -0.03, -0.06], [-0.02, -0.01, -0.03], [0.03, -0.03, -0.02], [-0.02, 0.00, -0.03], [0.02, 0.00, -0.07], [-0.06, -0.07, 0.10], [-0.01, 0.01, 0.05], [-0.05, 0.02, 0.02], [-0.03, -0.11, 0.02], [0.03, -0.02, -0.01], [-0.02, 0.00, 0.05], [0.07, 0.02, -0.07], [0.01, 0.04, 0.01], [0.00, -0.04, 0.01], [0.05, -0.05, -0.01], [0.02, 0.02, 0.03], [-0.01, -0.05, -0.04], [0.09, 0.02, 0.01], [0.06, -0.06, 0.12], [-0.22, 0.23, -0.21], [0.06, -0.01, 0.07], [0.06, 0.08, -0.07], [-0.03, 0.01, -0.07], [0.02, 0.04, 0.01], [-0.07, 0.00, -0.01], [-0.05, 0.00, -0.03], [0.01, 0.04, 0.05], [0.01, 0.01, -0.02], [-0.01, -0.04, 0.01], [0.02, 0.03, -0.15], [0.01, -0.02, 0.10], [0.18, 0.03, 0.10], [-0.09, 0.02, -0.09], [0.05, -0.01, 0.01], [-0.07, 0.02, -0.02], [0.18, -0.03, 0.02], [-0.45, 0.19, -0.08], [0.24, 0.05, 0.35], [0.09, 0.13, -0.30], [-0.39, -0.04, 0.10], [-0.01, 0.08, -0.09], [-0.07, -0.02, -0.17], [0.11, -0.27, -0.17], [0.03, 0.21, 0.34], [-0.02, -0.37, -0.52], [0.27, 0.12, 0.26], [-0.02, 0.00, 0.04], [-0.02, -0.02, -0.02], [0.03, 0.00, 0.04], [0.03, -0.01, 0.01], [0.00, -0.03, -0.01], [0.00, 0.01, 0.01], [0.02, 0.00, 0.02], [0.00, -0.29, 0.09], [0.08, 0.14, -0.06], [-0.09, -0.05, -0.06], [0.03, 0.01, 0.00], [-0.03, -0.06, 0.02], [0.04, -0.02, 0.11]],
  "lowdin_charge": [0.677, -0.046, -0.367, -0.056, -0.128, -0.045, -0.064, -0.044, -0.134, -0.360, -0.042, -0.051, -0.148, 0.067, -0.152, -0.167, -0.060, -0.106, -0.082, -0.033, -0.281, 0.037, -0.169, -0.135, -0.051, -0.082, -0.053, -0.126, -0.349, -0.041, -0.060, -0.356, -0.057, -0.050, 0.083, 0.066, 0.079, 0.097, 0.077, 0.073, 0.060, 0.108, 0.104, 0.106, 0.093, 0.082, 0.067, 0.066, 0.076, 0.062, 0.063, 0.118, 0.111, 0.097, 0.108, 0.116, 0.108, 0.099, 0.106, 0.097, 0.079, 0.060, 0.080, 0.077, 0.056, 0.059, 0.123, 0.025, 0.066, 0.086, 0.035, 0.045, 0.088, -0.242, 0.755, -0.667, -0.145, -0.108, -0.123, -0.654, -0.113, -0.117, -0.112, 0.011, 0.005, 0.004, 0.066, 0.025, 0.084, 0.067, 0.079, 0.055, 0.048, 0.068, 0.081, 0.032, 0.081, 0.060, 0.040, 0.067, 0.081, 0.054, 0.080, 0.068, 0.009, -0.392, 0.081, -0.164, -0.071, 0.112, 0.054, 0.086, 0.087, 0.079, 0.116, 0.155, -0.067, -0.079, -0.225, -0.015, -0.075, -0.076, -0.015, -0.182, 0.132, 0.031, -0.120, -0.027, -0.065, -0.056, 0.019, -0.320, -0.148, 0.100, 0.096, 0.096, 0.106, 0.107, 0.107, 0.126, 0.161, 0.124, 0.114, 0.105, 0.089, 0.091],
  "mol_weight_g_mol": 930.7,
  "multiplicity": 1,
  "gap_ev": 4.922,
  "e_homo_ev": -5.9
}